# 1
{"formula": "C51H38CoF3N5O7S", "method": "ωB97M-V/def2-TZVPD", "homo_lumo_gap_ha": [0.1557, 0.1997], "e_tot_ev": -131906.0388, "multiplicity": 4, "s_squared": 3.85, "charge": -2, "e_lumo_ev": [4.05, 3.43], "e_homo_ev": [-0.2, -2.0], "elements": ["Co", "C", "C", "C", "C", "C", "C", "C", "C", "C", "C", "C", "C", "C", "C", "C", "C", "C", "C", "C", "N", "C", "C", "C", "C", "C", "C", "C", "C", "C", "C", "C", "C", "N", "C", "C", "C", "C", "C", "N", "C", "C", "C", "C", "C", "C", "C", "C", "N", "H", "H", "H", "H", "H", "H", "H", "H", "H", "H", "H", "H", "H", "H", "H", "H", "H", "H", "H", "H", "H", "H", "H", "H", "H", "H", "H", "H", "O", "C", "O", "H", "O", "C", "O", "C", "N", "C", "C", "C", "H", "H", "H", "H", "H", "H", "H", "H", "H", "F", "C", "F", "F", "S", "O", "O", "O"], "xyz": [[0.117, -0.723, 0.714], [-1.864, -8.022, 1.477], [-2.913, -7.179, 1.141], [-2.690, -5.830, 0.905], [-1.408, -5.271, 1.011], [-0.357, -6.149, 1.323], [-0.579, -7.494, 1.558], [-1.126, -3.849, 0.784], [-1.931, -2.836, 1.358], [-3.159, -2.989, 2.040], [-3.624, -1.711, 2.334], [-2.659, -0.819, 1.865], [-2.522, 0.678, 1.996], [-3.608, 1.511, 2.668], [-4.546, 1.033, 3.569], [-5.445, 1.897, 4.189], [-5.416, 3.254, 3.922], [-4.464, 3.747, 3.037], [-3.568, 2.888, 2.429], [-1.211, 1.020, 2.668], [-0.072, 0.655, 2.084], [0.945, 1.273, 2.773], [2.229, 1.416, 2.226], [3.183, 2.341, 2.894], [2.975, 3.717, 2.832], [3.867, 4.590, 3.438], [4.975, 4.099, 4.117], [5.190, 2.730, 4.182], [4.299, 1.857, 3.570], [2.597, 0.882, 0.989], [3.722, 1.320, 0.196], [3.673, 0.637, -0.970], [2.566, -0.290, -0.867], [1.904, -0.065, 0.315], [2.281, -1.360, -1.699], [1.365, -2.400, -1.360], [1.324, -3.691, -1.919], [0.430, -4.427, -1.152], [-0.049, -3.554, -0.148], [0.527, -2.344, -0.271], [2.993, -1.513, -2.991], [2.244, -1.693, -4.157], [2.857, -1.817, -5.393], [4.243, -1.780, -5.492], [5.001, -1.633, -4.340], [4.383, -1.507, -3.103], [0.402, 1.960, 3.886], [-0.973, 1.803, 3.813], [-1.632, -1.490, 1.282], [-2.039, -9.075, 1.664], [-3.917, -7.577, 1.045], [-3.509, -5.195, 0.598], [0.646, -5.745, 1.384], [0.256, -8.137, 1.812], [-3.649, -3.912, 2.296], [-4.576, -1.491, 2.782], [-4.573, -0.013, 3.824], [-6.167, 1.494, 4.889], [-6.119, 3.923, 4.403], [-4.408, 4.808, 2.824], [-2.816, 3.286, 1.759], [2.116, 4.088, 2.289], [3.698, 5.658, 3.371], [5.673, 4.783, 4.587], [6.053, 2.339, 4.708], [4.461, 0.787, 3.613], [4.409, 2.101, 0.476], [4.318, 0.763, -1.822], [1.898, -4.031, -2.766], [0.125, -5.451, -1.294], [1.166, -1.744, -4.066], [2.251, -1.945, -6.283], [4.726, -1.875, -6.457], [6.083, -1.623, -4.400], [4.981, -1.422, -2.205], [0.961, 2.534, 4.607], [-1.720, 2.225, 4.466], [-4.437, 0.973, -0.098], [-3.302, 1.357, -0.210], [-2.308, 1.200, 0.642], [-2.904, 1.882, -1.090], [-1.573, -1.421, -2.806], [-1.122, -0.213, -2.456], [-0.623, 0.036, -1.394], [-1.253, 0.869, -3.516], [-1.741, 0.321, -4.802], [-0.628, 0.443, -5.760], [0.164, 1.664, -5.301], [0.121, 1.528, -3.780], [-1.970, 1.595, -3.129], [-2.524, 0.874, -5.123], [-1.909, -1.303, -3.720], [-1.011, 0.501, -6.780], [-0.003, -0.450, -5.687], [-0.348, 2.578, -5.618], [1.181, 1.687, -5.693], [0.222, 2.469, -3.245], [0.918, 0.871, -3.429], [-0.060, 6.854, -0.015], [-0.303, 5.599, 0.413], [-1.641, 5.472, 0.506], [0.182, 5.515, 1.665], [0.431, 4.324, -0.704], [-0.355, 4.505, -1.914], [1.811, 4.747, -0.798], [0.178, 3.100, 0.018]]}

=====

# 2
{"formula": "C51H39AsF3N6O9S3Ta", "method": "ωB97M-V/def2-TZVPD", "homo_lumo_gap_ha": 0.2596, "e_tot_ev": -183940.2349, "e_lumo_ev": -0.78, "e_homo_ev": -7.8, "elements": ["Ta", "N", "C", "N", "C", "N", "N", "C", "N", "C", "C", "C", "C", "C", "N", "H", "H", "H", "H", "H", "H", "H", "H", "S", "C", "C", "C", "C", "C", "C", "As", "C", "C", "C", "C", "C", "C", "C", "C", "C", "C", "C", "C", "H", "H", "H", "H", "H", "H", "H", "H", "H", "H", "H", "H", "H", "H", "O", "C", "O", "C", "C", "C", "C", "O", "C", "O", "C", "C", "H", "H", "H", "H", "H", "F", "C", "F", "F", "C", "C", "C", "C", "C", "C", "C", "C", "H", "H", "H", "H", "C", "S", "O", "O", "O", "H", "H", "H", "O", "C", "O", "C", "C", "C", "C", "S", "C", "C", "H", "H", "H", "H", "H"], "xyz": [[0.119, -0.190, -0.371], [0.821, -1.381, 4.099], [2.116, -1.156, 3.781], [2.997, -1.309, 4.773], [4.260, -1.114, 4.427], [5.203, -1.252, 5.384], [4.681, -0.788, 3.199], [3.712, -0.650, 2.301], [2.400, -0.805, 2.508], [4.218, -0.228, 0.955], [5.371, 0.548, 0.867], [5.856, 0.863, -0.390], [5.197, 0.375, -1.508], [4.050, -0.375, -1.312], [3.561, -0.655, -0.109], [0.698, -1.812, 5.002], [0.270, -1.771, 3.338], [4.933, -1.602, 6.283], [6.168, -1.230, 5.113], [5.867, 0.877, 1.768], [6.741, 1.477, -0.497], [5.551, 0.586, -2.508], [3.478, -0.748, -2.157], [-0.722, -2.415, 1.313], [-2.287, -2.331, 2.112], [-2.691, -3.334, 2.998], [-3.970, -3.331, 3.526], [-4.883, -2.343, 3.171], [-4.493, -1.337, 2.303], [-3.193, -1.311, 1.811], [-2.558, -0.107, 0.462], [-3.623, -0.767, -1.039], [-3.617, -2.143, -1.264], [-4.371, -2.687, -2.292], [-5.149, -1.866, -3.097], [-5.178, -0.500, -2.860], [-4.416, 0.050, -1.835], [-3.413, 1.619, 0.736], [-3.190, 2.618, -0.210], [-3.774, 3.868, -0.056], [-4.576, 4.135, 1.044], [-4.774, 3.152, 2.002], [-4.185, 1.904, 1.855], [-1.997, -4.128, 3.248], [-4.266, -4.117, 4.209], [-5.892, -2.361, 3.561], [-5.215, -0.593, 1.992], [-3.018, -2.792, -0.636], [-4.357, -3.757, -2.458], [-5.743, -2.292, -3.896], [-5.800, 0.146, -3.467], [-4.468, 1.115, -1.659], [-2.546, 2.434, -1.060], [-3.591, 4.634, -0.798], [-5.030, 5.110, 1.162], [-5.369, 3.354, 2.884], [-4.319, 1.173, 2.639], [1.168, -1.986, -0.471], [0.423, -2.548, -1.356], [-0.707, -2.019, -1.528], [0.909, -3.718, -2.091], [1.726, -4.628, -1.436], [2.213, -5.757, -2.095], [1.861, -5.897, -3.415], [2.200, -6.901, -4.270], [1.717, -6.503, -5.555], [0.860, -5.379, -5.364], [1.054, -4.978, -4.071], [0.549, -3.878, -3.438], [1.980, -4.449, -0.399], [2.838, -6.484, -1.598], [1.149, -7.320, -5.994], [2.563, -6.215, -6.185], [-0.081, -3.161, -3.944], [6.339, 5.598, -4.717], [5.568, 6.143, -3.753], [4.852, 7.117, -4.347], [6.395, 6.737, -2.879], [4.683, 5.118, -3.107], [3.723, 4.486, -3.890], [2.893, 3.535, -3.327], [3.019, 3.212, -1.973], [3.981, 3.855, -1.195], [4.812, 4.807, -1.763], [2.170, 2.216, -1.400], [1.470, 1.343, -0.936], [3.628, 4.739, -4.937], [2.135, 3.038, -3.919], [4.072, 3.598, -0.149], [5.559, 5.305, -1.161], [-1.678, -0.609, -3.991], [-0.509, 0.409, -3.163], [-0.334, 1.595, -3.935], [0.698, -0.343, -2.782], [-1.149, 0.672, -1.784], [-1.394, -0.634, -5.041], [-2.649, -0.129, -3.879], [-1.688, -1.590, -3.528], [-3.338, 3.516, 6.680], [-3.396, 2.335, 6.019], [-4.138, 1.474, 6.398], [-2.508, 2.193, 4.827], [-2.070, 3.284, 4.076], [-1.298, 3.092, 2.947], [-0.936, 1.803, 2.552], [0.150, 1.726, 1.157], [-1.366, 0.721, 3.305], [-2.152, 0.912, 4.428], [-2.626, 4.059, 6.323], [-2.369, 4.296, 4.331], [-0.980, 3.941, 2.355], [-1.078, -0.275, 3.019], [-2.506, 0.066, 5.004]]}

=====

# 3
{"formula": "C51H39Cl3NO4P2Pt", "method": "ωB97M-V/def2-TZVPD", "homo_lumo_gap_ha": 0.2275, "e_tot_ev": -122594.3185, "charge": -1, "e_lumo_ev": 2.19, "e_homo_ev": -4.0, "elements": ["Pt", "O", "C", "C", "C", "C", "C", "C", "P", "C", "C", "C", "C", "C", "C", "C", "C", "C", "C", "C", "C", "C", "C", "C", "C", "C", "C", "P", "C", "C", "C", "C", "C", "C", "C", "C", "C", "C", "C", "C", "H", "H", "H", "H", "H", "H", "H", "H", "H", "H", "H", "H", "H", "H", "H", "H", "H", "H", "H", "H", "H", "H", "H", "H", "H", "H", "H", "H", "C", "C", "C", "C", "Cl", "C", "C", "C", "O", "C", "C", "O", "O", "H", "H", "H", "H", "H", "H", "H", "H", "Cl", "C", "C", "C", "C", "C", "Cl", "C", "N", "H", "H", "H"], "xyz": [[0.179, 0.772, 0.526], [2.558, -0.118, 2.687], [3.658, -0.495, 1.957], [4.924, -0.537, 2.529], [5.999, -0.970, 1.773], [5.809, -1.358, 0.454], [4.552, -1.253, -0.115], [3.457, -0.786, 0.613], [1.847, -0.548, -0.233], [2.344, 0.330, -1.757], [1.386, 0.341, -2.771], [1.607, 1.033, -3.947], [2.782, 1.756, -4.112], [3.727, 1.775, -3.100], [3.513, 1.061, -1.926], [1.513, -2.249, -0.790], [1.988, -2.764, -1.991], [1.711, -4.077, -2.345], [0.963, -4.880, -1.497], [0.490, -4.370, -0.297], [0.756, -3.058, 0.051], [2.020, -0.968, 3.617], [2.784, -1.794, 4.434], [2.167, -2.506, 5.449], [0.802, -2.394, 5.660], [0.049, -1.613, 4.801], [0.633, -0.927, 3.736], [-0.443, -0.068, 2.529], [-1.890, -1.154, 2.398], [-1.825, -2.536, 2.523], [-2.917, -3.320, 2.178], [-4.075, -2.732, 1.701], [-4.144, -1.353, 1.567], [-3.059, -0.569, 1.909], [-0.988, 1.336, 3.563], [-2.065, 1.247, 4.439], [-2.423, 2.339, 5.216], [-1.704, 3.522, 5.127], [-0.619, 3.608, 4.267], [-0.261, 2.521, 3.488], [5.050, -0.222, 3.556], [6.985, -1.009, 2.218], [6.639, -1.725, -0.135], [4.415, -1.529, -1.153], [0.457, -0.193, -2.633], [0.853, 1.011, -4.724], [2.953, 2.314, -5.024], [4.634, 2.355, -3.213], [4.253, 1.106, -1.139], [2.555, -2.136, -2.668], [2.068, -4.466, -3.291], [0.730, -5.898, -1.782], [-0.132, -4.977, 0.349], [0.324, -2.638, 0.946], [3.851, -1.872, 4.291], [2.770, -3.137, 6.088], [0.321, -2.928, 6.470], [-1.024, -1.562, 4.933], [-0.918, -3.018, 2.865], [-2.848, -4.398, 2.258], [-4.911, -3.347, 1.395], [-5.027, -0.890, 1.147], [-3.096, 0.503, 1.749], [-2.642, 0.332, 4.503], [-3.275, 2.265, 5.880], [-1.995, 4.383, 5.717], [-0.070, 4.537, 4.174], [0.555, 2.602, 2.779], [-4.268, 0.989, -5.727], [-3.107, 0.047, -5.632], [-2.507, -0.480, -6.763], [-1.433, -1.348, -6.645], [-0.691, -1.995, -8.095], [-0.953, -1.714, -5.406], [-1.546, -1.202, -4.259], [-2.608, -0.310, -4.367], [-3.237, 0.254, -3.323], [-2.559, 0.229, -2.058], [-2.476, -1.158, -1.366], [-3.390, -1.963, -1.579], [-1.460, -1.287, -0.621], [-4.577, 1.111, -6.766], [-4.014, 1.969, -5.319], [-5.116, 0.625, -5.146], [-2.878, -0.212, -7.744], [-0.127, -2.408, -5.323], [-1.185, -1.529, -3.295], [-3.144, 0.896, -1.422], [-1.570, 0.675, -2.169], [-2.932, 3.346, 1.472], [-1.665, 4.350, 0.822], [-1.763, 5.715, 0.981], [-0.806, 6.563, 0.435], [0.245, 6.003, -0.283], [0.355, 4.637, -0.418], [1.693, 3.983, -1.324], [-0.588, 3.722, 0.134], [-0.469, 2.417, -0.007], [-2.612, 6.108, 1.527], [-0.889, 7.634, 0.550], [1.004, 6.628, -0.737]]}

=====

# 4
{"formula": "C51H40BFO8", "method": "ωB97M-V/def2-TZVPD", "homo_lumo_gap_ha": 0.3039, "e_tot_ev": -73310.8089, "e_lumo_ev": -1.12, "e_homo_ev": -9.4, "smiles": "O=C1c2ccccc2C(=O)c2ccccc21.O=C1c2ccccc2C(=O)c2ccccc21.O=C1c2ccccc2C(=O)c2ccccc21.C=CC(=O)OCCCCCCBF", "elements": ["C", "C", "C", "O", "O", "C", "C", "C", "C", "C", "C", "B", "F", "H", "H", "H", "H", "H", "H", "H", "H", "H", "H", "H", "H", "H", "H", "H", "H", "C", "C", "C", "C", "C", "C", "C", "O", "C", "C", "C", "C", "C", "C", "C", "O", "H", "H", "H", "H", "H", "H", "H", "H", "C", "C", "C", "C", "C", "C", "C", "O", "C", "C", "C", "C", "C", "C", "C", "O", "H", "H", "H", "H", "H", "H", "H", "H", "C", "C", "C", "C", "C", "C", "C", "O", "C", "C", "C", "C", "C", "C", "C", "O", "H", "H", "H", "H", "H", "H", "H", "H"], "xyz": [[-4.065, 6.544, 0.566], [-3.083, 7.219, -0.081], [-2.248, 6.532, -1.114], [-2.807, 6.032, -2.050], [-0.897, 6.556, -1.065], [-0.297, 6.364, 0.222], [0.649, 7.525, 0.536], [0.075, 8.925, 0.324], [-0.703, 9.575, 1.516], [-1.121, 8.632, 2.637], [-1.877, 9.330, 3.805], [-2.138, 10.858, 3.595], [-1.192, 11.743, 3.919], [-5.064, 6.966, 0.607], [-3.860, 5.578, 1.014], [-2.866, 8.255, 0.165], [0.331, 5.475, 0.132], [-1.015, 6.171, 1.017], [1.114, 7.393, 1.511], [1.459, 7.414, -0.190], [-0.545, 8.955, -0.570], [0.920, 9.581, 0.113], [-0.029, 10.314, 1.950], [-1.571, 10.075, 1.083], [-1.747, 7.820, 2.270], [-0.243, 8.142, 3.057], [-2.829, 8.842, 4.017], [-1.279, 9.236, 4.716], [-3.159, 11.331, 3.186], [-1.121, 1.270, -1.185], [-1.380, -0.084, -0.998], [-0.643, -0.811, -0.079], [0.365, -0.192, 0.651], [0.640, 1.164, 0.448], [-0.114, 1.892, -0.464], [1.746, 1.838, 1.183], [1.985, 3.015, 1.010], [2.561, 1.022, 2.126], [3.633, 1.614, 2.781], [4.395, 0.874, 3.670], [4.083, -0.459, 3.915], [3.019, -1.056, 3.261], [2.259, -0.322, 2.360], [1.138, -0.990, 1.642], [0.868, -2.155, 1.853], [-1.703, 1.841, -1.896], [-2.159, -0.575, -1.566], [-0.851, -1.860, 0.068], [0.088, 2.943, -0.615], [3.868, 2.651, 2.588], [5.232, 1.336, 4.175], [4.676, -1.034, 4.614], [2.774, -2.093, 3.443], [-6.212, -4.588, -2.671], [-6.635, -5.888, -2.416], [-5.937, -6.684, -1.524], [-4.805, -6.187, -0.889], [-4.369, -4.889, -1.161], [-5.082, -4.089, -2.046], [-3.133, -4.348, -0.527], [-2.758, -3.216, -0.759], [-2.373, -5.239, 0.392], [-1.192, -4.774, 0.950], [-0.471, -5.575, 1.817], [-0.936, -6.846, 2.137], [-2.114, -7.320, 1.579], [-2.832, -6.522, 0.698], [-4.078, -7.056, 0.082], [-4.490, -8.164, 0.354], [-6.763, -3.965, -3.363], [-7.512, -6.279, -2.914], [-6.262, -7.693, -1.317], [-4.744, -3.082, -2.243], [-0.833, -3.788, 0.702], [0.453, -5.208, 2.243], [-0.376, -7.472, 2.820], [-2.478, -8.309, 1.820], [4.123, -0.867, -2.351], [2.908, -1.073, -1.704], [2.408, -2.353, -1.557], [3.112, -3.436, -2.067], [4.315, -3.230, -2.743], [4.824, -1.943, -2.872], [5.054, -4.377, -3.343], [6.103, -4.208, -3.928], [4.459, -5.740, -3.212], [5.100, -6.817, -3.811], [4.572, -8.091, -3.689], [3.406, -8.298, -2.960], [2.759, -7.229, -2.364], [3.278, -5.947, -2.495], [2.556, -4.803, -1.875], [1.544, -4.962, -1.227], [4.518, 0.135, -2.456], [2.348, -0.234, -1.312], [1.468, -2.521, -1.050], [5.764, -1.790, -3.384], [6.008, -6.650, -4.373], [5.070, -8.928, -4.160], [2.999, -9.296, -2.860], [1.850, -7.380, -1.799]]}